1.
Below is a structure of composition C6H12, with properties calculated with the ωB97M-V functional and the def2-TZVPD basis.

Geometry as XYZ:
```
18
Properties=species:S:1:pos:R:3:mulliken_charge:R:1
C -0.3176 -0.3578 1.8921 -1.09
C 0.8505 -0.0572 1.0006 -0.31
C 1.2917 1.3753 1.0841 -1.27
C -0.3215 0.0529 -0.9266 -0.17
C -0.0806 -0.4987 -2.2989 -0.59
C -1.1492 -1.0876 -1.4153 -0.56
H -0.8400 -1.2749 1.6051 0.33
H 0.1246 -0.5448 2.8819 0.37
H -1.0519 0.4567 2.0167 0.29
H 0.5995 -0.3544 -0.2495 0.58
H 1.9231 1.6727 0.2411 0.34
H 0.4917 2.1230 1.2250 0.32
H 1.9261 1.4161 1.9818 0.37
H -0.7471 1.0408 -0.7824 0.39
H -0.3755 0.0969 -3.1588 0.24
H 0.8233 -1.0846 -2.4482 0.24
H -0.9561 -2.0680 -0.9834 0.25
H -2.1910 -0.9063 -1.6652 0.26
```

## Properties
Orbital gap (eV): 8.73
M (g/mol): 84.16

2.
Below is an isolated molecule of C5H7N in a non-equilibrium geometry, with properties calculated with the ωB97M-V functional and the def2-TZVPD basis.

Geometry as XYZ:
```
13
Properties=species:S:1:pos:R:3:mulliken_charge:R:1
C -2.3502 0.0563 0.0131 -0.36
C -3.3034 0.7857 -0.0929 0.02
C 2.6642 0.7373 -0.2930 -0.59
C -1.0198 -0.8033 0.0934 -0.89
C 0.6755 -0.5575 -0.2293 -0.11
N 1.4714 0.3801 0.2168 -0.19
H 1.0778 1.1252 0.9474 0.32
H -4.2393 1.2332 -0.2392 0.44
H 3.1870 1.0165 0.5808 0.22
H 3.2695 0.0602 -0.9321 0.20
H -1.1308 -1.0968 1.2309 0.29
H -1.3816 -1.7005 -0.3104 0.36
H 1.0798 -1.2364 -0.9854 0.28
```

## Properties
Orbital gap (spin up / spin down) (eV): 8.02 / 8.02
M (g/mol): 81.12

3.
Below is an isolated molecule of C3H4N2O, with properties calculated with the ωB97M-V functional and the def2-TZVPD basis.

Geometry as XYZ:
```
10
Properties=species:S:1:pos:R:3:mulliken_charge:R:1
O 1.4962 0.2398 -1.4287 -0.52
C 0.6433 0.0151 -0.4075 0.50
C -0.2683 -0.9842 -0.1699 -0.37
C -0.9597 -0.5280 0.9715 -0.40
N -0.4770 0.6072 1.4468 -0.77
N 0.5225 0.9162 0.5878 0.26
H 1.1941 -0.3080 -2.1646 0.33
H -0.3957 -1.9070 -0.7164 0.33
H -1.8774 -0.9454 1.3544 0.41
H 1.0405 1.7731 0.7006 0.24
```

## Properties
Orbital gap (eV): 9.48
M (g/mol): 84.08
SMILES: Oc1ccn[nH]1

4.
Below is an isolated molecule of C3H7N5O in a non-equilibrium geometry, with properties calculated with the ωB97M-V functional and the def2-TZVPD basis.

Geometry as XYZ:
```
16
Properties=species:S:1:pos:R:3:mulliken_charge:R:1
H 3.0147 -0.6872 -0.0136 0.28
N 2.2964 -1.3934 -0.0442 -0.76
C 1.1595 -0.8691 -0.1079 0.37
N -0.0928 -1.4765 -0.1507 -0.25
C -1.1154 -0.5152 0.0734 0.45
N -2.5056 -0.6308 0.0136 -0.57
C -0.4861 0.6910 -0.0457 -0.01
O -1.0795 1.8590 -0.1287 -0.60
N 0.8598 0.5401 -0.1491 0.29
N 1.9144 1.4292 0.0945 -0.79
H -0.1079 -2.3873 0.2995 0.27
H -2.8204 -1.1242 -0.8483 0.25
H -2.8265 -1.0083 0.9116 0.27
H -2.0338 1.5779 -0.1656 0.35
H 1.7237 1.9072 0.9364 0.22
H 2.0996 2.0876 -0.6754 0.24
```

## Properties
Orbital gap (eV): 7.58
M (g/mol): 129.12
SMILES: [H]/N=c1/[nH]c(N)c(O)n1N

5.
Below is a cluster of 2 separate species, C4H14N2O2 in total in a non-equilibrium geometry, with properties calculated with the ωB97M-V functional and the def2-TZVPD basis.

Geometry as XYZ:
```
22
Properties=species:S:1:pos:R:3:mulliken_charge:R:1
C -0.5275 2.0890 -2.0093 -0.80
N -0.1812 1.3243 -0.7141 -0.41
C 0.7805 0.1476 -1.0112 -0.74
C 0.6102 -0.6937 0.2966 0.15
N 1.8104 -0.9443 1.1687 -0.69
C -0.0892 -2.0650 -0.0046 -0.64
O 0.0041 -2.9400 1.0655 -0.54
H -0.9374 1.4960 -2.8074 0.35
H 0.3539 2.5708 -2.5523 0.28
H -1.3220 2.9013 -1.7222 0.22
H 0.5198 1.8720 -0.0408 0.28
H 0.3968 -0.5486 -1.7665 0.37
H 1.8365 0.5577 -1.2755 0.34
H -0.1803 -0.2094 0.8505 0.31
H 2.6473 -1.4388 0.6522 0.26
H 1.7430 -1.6923 1.7799 0.31
H -1.2275 -1.8917 -0.1538 0.28
H 0.3299 -2.6101 -0.9403 0.33
H -0.0462 -2.3508 1.8189 0.31
O -2.1194 2.6151 1.1323 -0.67
H -1.2773 2.1450 1.5495 0.31
H -1.9628 2.2712 0.2137 0.40
```

## Properties
Orbital gap (eV): 10.28
M (g/mol): 122.17
SMILES: CNC[C@H](N)CO.O

Calculated energy relative to the best compared isomer or geometry (same formula, charge and spin) in order - 503.25 627.82 112.70 156.71 309.91 kJ/mol